{
  "formula": "CH2EuLiO",
  "method": "ωB97M-V with the def2-TZVPD basis set",
  "elements": ["C", "Li", "O", "H", "H", "Eu"],
  "xyz": [[1.396, -0.494, -0.386], [-4.220, 1.762, -0.309], [2.335, 0.291, -0.462], [0.490, -0.280, 0.184], [1.405, -1.452, -0.903], [-1.406, 0.173, 1.876]],
  "forces_ev_per_a": [[3.0, 1.5, -0.9], [0.3, -0.2, 0.3], [-2.4, -1.6, 0.4], [-0.3, 0.3, 0.3], [0.0, -0.3, -0.1], [-0.6, 0.3, 0.0]],
  "relative_energy_ev": 0.7529,
  "gap_ev": [5.084, 4.932],
  "multiplicity": 8,
  "e_homo_ev": [-9.653, -9.390],
  "total_charge": 1
}

{
  "formula": "C37H36N5O2S3SbSiW",
  "method": "ωB97M-V with the def2-TZVPD basis set",
  "elements": ["C", "C", "C", "C", "H", "H", "C", "C", "H", "C", "N", "C", "H", "H", "H", "O", "C", "N", "C", "C", "C", "C", "C", "H", "C", "C", "Sb", "C", "C", "S", "H", "H", "H", "H", "Si", "H", "C", "S", "H", "C", "H", "C", "C", "C", "H", "C", "H", "H", "H", "H", "C", "C", "C", "H", "O", "H", "C", "C", "H", "H", "N", "C", "N", "H", "C", "H", "H", "H", "N", "H", "S", "C", "H", "H", "H", "H", "C", "H", "H", "C", "C", "H", "C", "W", "C", "H"],
  "xyz": [[3.851, -2.679, -2.405], [-1.841, 1.661, -1.093], [2.932, 0.688, 1.426], [-3.615, -0.772, -4.837], [5.828, -0.798, 2.409], [-4.363, -0.315, -5.470], [5.177, -0.061, 1.962], [3.809, -0.255, 1.962], [-2.659, 3.559, -1.617], [-3.716, -0.629, -3.467], [-0.577, 0.961, -0.787], [0.365, 1.159, -1.925], [0.635, 0.175, -2.328], [4.629, -1.003, -1.250], [6.779, 1.244, 1.389], [0.098, -4.209, -3.654], [-1.989, -0.701, 2.669], [-2.634, -1.084, -1.258], [-1.671, 3.151, -1.402], [-4.479, -0.167, 1.743], [0.207, -3.314, -2.815], [-0.238, 2.739, 4.888], [-4.250, 0.023, 3.078], [-0.902, -2.779, -5.040], [-1.736, -2.022, -3.208], [2.520, -1.118, -1.153], [-1.276, -4.945, 1.625], [-1.667, -2.160, -4.601], [-2.584, -1.515, -5.403], [-0.905, -3.737, 3.548], [-2.516, -1.606, -6.479], [-0.915, 1.734, 1.091], [3.408, -1.164, 2.383], [0.450, 2.475, 0.293], [1.047, 0.394, 1.626], [-2.680, -0.137, 4.572], [-2.943, -0.251, 3.534], [0.414, -4.096, 0.043], [-2.516, 1.542, -0.242], [3.752, -1.544, -1.568], [4.818, -3.040, -2.723], [0.736, 2.515, 5.843], [-0.723, 3.349, -2.597], [5.710, 1.083, 1.394], [0.627, 2.156, -3.797], [0.852, 1.216, 3.350], [0.359, -1.898, 2.285], [-0.969, 1.449, -3.601], [2.644, -4.119, -3.454], [1.280, 1.632, -1.552], [3.492, 1.828, 0.861], [-2.756, -1.206, -2.629], [1.769, 1.641, 5.555], [2.846, 2.579, 0.429], [-4.823, -0.287, -0.982], [0.117, 3.990, -2.317], [-3.444, -0.560, 0.890], [1.452, -2.789, -2.321], [-1.032, -0.953, 3.095], [-1.251, 3.837, -3.419], [-2.150, -0.869, 1.322], [-0.042, 1.512, 0.478], [1.347, -1.702, -1.459], [-1.045, 3.429, 5.089], [4.862, 2.019, 0.832], [1.560, -1.917, 1.065], [-4.533, -0.073, -3.036], [2.638, 0.332, 4.128], [-0.876, -2.557, -2.288], [-1.294, 3.675, -0.523], [-2.739, -3.531, 0.219], [-0.179, 2.096, 3.665], [-2.309, 1.183, -1.956], [2.461, -0.236, -0.536], [-0.963, 2.297, 2.951], [0.689, 3.016, 6.800], [1.819, 1.003, 4.331], [5.272, 2.910, 0.379], [-5.028, 0.345, 3.749], [-0.184, 2.002, -3.081], [2.682, -3.274, -2.787], [2.548, 1.466, 6.284], [-3.728, -0.634, -0.523], [-0.914, -1.933, -0.257], [0.618, -1.410, 1.330], [-5.441, -0.018, 1.277]],
  "forces_ev_per_a": [[0.1, 1.2, 1.0], [-0.3, 0.1, 0.0], [-0.4, -0.1, 0.0], [0.2, -0.2, -0.5], [0.0, -0.1, 0.0], [0.0, 0.0, 0.0], [0.1, -0.1, 0.1], [-0.1, -0.1, 0.0], [0.0, 0.0, 0.0], [0.1, 0.2, 0.5], [0.1, 0.2, 0.3], [0.1, -0.4, -0.4], [0.0, 0.4, 0.1], [0.1, 0.1, 0.1], [0.1, 0.0, 0.0], [0.6, 1.3, 1.0], [1.0, -0.6, -1.3], [-1.4, 0.4, 1.6], [0.1, -0.2, 0.1], [0.3, -0.1, -1.0], [-3.0, -1.0, -0.4], [-0.1, 0.2, 0.2], [1.6, -0.4, 0.6], [0.0, 0.0, 0.0], [-1.4, 0.8, -0.2], [-1.1, 0.1, 0.3], [0.1, -0.1, 0.0], [0.2, -0.1, 0.4], [-0.5, 0.3, 0.0], [-0.1, 0.0, 0.2], [0.0, -0.1, -0.1], [0.0, 0.0, 0.1], [-0.1, -0.2, 0.1], [0.0, 0.1, 0.1], [-0.2, 0.3, -0.3], [0.1, 0.0, 0.1], [-1.7, 0.5, 0.1], [-0.5, 0.6, 0.0], [0.1, 0.0, -0.1], [0.6, -1.0, -0.8], [0.0, -0.1, -0.1], [0.0, 0.0, 0.0], [0.0, -0.1, -0.1], [0.1, 0.0, 0.0], [0.0, -0.1, 0.0], [-0.2, -0.3, -0.3], [-0.3, -0.1, -0.3], [0.0, -0.1, 0.0], [0.0, -0.1, -0.1], [0.0, 0.0, 0.0], [-0.2, 0.0, 0.0], [0.5, -0.7, -1.3], [0.1, 0.0, 0.2], [-0.1, 0.2, -0.1], [0.7, -0.1, 0.7], [0.0, 0.0, 0.0], [1.5, -0.2, 2.2], [2.1, 1.9, 1.5], [0.0, -0.1, -0.2], [0.1, 0.1, 0.0], [-2.6, 1.2, 1.1], [0.5, -0.2, 0.1], [1.2, -1.8, -1.5], [-0.1, 0.0, 0.0], [0.2, 0.2, -0.1], [-0.4, 0.2, -0.1], [0.1, 0.0, -0.1], [0.1, -0.1, 0.0], [1.6, -0.8, 0.1], [-0.1, 0.0, 0.0], [0.9, 0.6, 0.0], [-0.1, 0.0, -0.1], [0.0, 0.0, 0.2], [0.0, -0.1, 0.0], [-0.1, 0.0, -0.1], [0.0, 0.0, 0.1], [0.0, -0.1, -0.1], [0.0, 0.1, -0.1], [-0.1, 0.0, 0.1], [0.0, 0.1, 0.2], [-1.0, -0.1, -0.1], [0.1, -0.1, 0.1], [0.7, -0.7, -2.8], [-0.1, -1.6, -0.6], [0.3, 0.6, 0.0], [0.0, 0.1, 0.0]],
  "relative_energy_ev": 1.2305,
  "gap_ev": [5.413, 5.601],
  "multiplicity": 2,
  "e_homo_ev": [-3.958, -3.980],
  "total_charge": -1
}

{
  "formula": "C2H3NOS",
  "method": "ωB97M-V with the def2-TZVPD basis set",
  "elements": ["N", "H", "O", "C", "C", "H", "S", "H"],
  "xyz": [[-1.177, -0.757, 0.286], [-2.592, 0.656, 0.153], [1.666, 0.870, 0.026], [-1.564, 0.485, -0.138], [1.698, -0.320, 0.010], [-0.999, 1.549, -0.603], [0.375, -1.516, -0.137], [2.592, -0.967, 0.404]],
  "forces_ev_per_a": [[0.0, 4.1, -2.9], [-0.1, 0.2, 0.0], [-0.1, 0.1, -0.3], [2.6, -1.4, 1.0], [0.7, -1.5, 1.6], [-1.1, -3.8, 1.1], [-1.2, 1.2, 0.5], [-0.7, 1.1, -1.1]],
  "relative_energy_ev": 2.6027,
  "gap_ev": 9.707,
  "e_homo_ev": -9.654,
  "smiles": "C=NSC=O"
}

{
  "formula": "C8H23ClIO2P2Pd",
  "method": "ωB97M-V with the def2-TZVPD basis set",
  "elements": ["H", "H", "H", "H", "C", "H", "H", "C", "H", "C", "H", "H", "H", "H", "C", "H", "Cl", "H", "O", "C", "H", "C", "H", "H", "O", "Pd", "P", "H", "H", "H", "I", "H", "H", "H", "C", "P", "C", "H"],
  "xyz": [[4.049, 0.617, 0.505], [-3.761, -1.411, -1.344], [3.103, 2.558, 0.992], [-2.895, -2.595, -0.239], [-3.568, -0.613, 1.410], [2.517, 2.223, -0.682], [-2.781, 0.990, -1.943], [0.384, 0.458, -2.129], [1.449, 3.149, 0.506], [-3.179, 1.031, -0.905], [3.138, -0.776, -0.202], [2.137, -3.707, -0.769], [-4.200, 0.617, -0.849], [-2.015, -1.911, -1.667], [-2.791, -1.707, -0.898], [1.212, 1.000, -1.656], [-1.528, 2.808, 0.955], [-3.676, 0.226, 2.123], [2.587, -3.571, -1.622], [2.216, 2.364, 0.374], [0.237, 0.806, -3.114], [2.167, 1.009, 2.835], [3.577, -0.778, 1.498], [2.267, 0.024, 3.291], [0.948, -1.976, -2.946], [-0.841, 1.029, 2.145], [-2.296, -0.197, 0.162], [-4.453, -0.785, 0.765], [3.136, 1.496, 2.727], [2.170, -2.769, -2.032], [0.510, -2.031, -0.187], [-0.486, 0.756, -1.515], [-3.123, 2.055, -0.466], [1.414, 1.626, 3.341], [3.281, -0.141, 0.667], [1.623, 0.752, 1.101], [0.723, -1.067, -2.118], [-3.250, -1.559, 1.887]],
  "forces_ev_per_a": [[-0.3, 0.0, -0.1], [0.6, -0.3, 0.1], [-0.2, 0.1, -0.3], [0.0, 0.5, -0.5], [0.8, 0.3, 0.9], [-0.2, 0.3, 0.6], [-0.4, 0.2, 0.7], [0.6, -1.3, 1.1], [0.6, -0.2, -0.3], [0.7, 0.9, 0.1], [0.5, 0.1, -0.2], [0.3, -0.8, -0.4], [0.3, 0.3, -0.2], [-0.9, 0.0, 0.2], [1.5, 0.0, 0.2], [0.1, -0.3, -0.4], [0.6, 0.4, 0.5], [-0.5, -0.6, -0.2], [0.1, 1.0, 0.4], [-1.2, 0.2, -0.5], [0.0, 0.2, -1.3], [-1.3, -0.4, 0.4], [-0.1, 0.0, 0.0], [0.0, 0.2, 0.3], [-1.1, 5.5, 3.2], [0.1, -0.4, -0.6], [-2.7, -1.4, -1.5], [0.2, 0.2, 0.6], [-0.1, 0.1, 0.3], [0.6, -1.4, -0.2], [-0.7, 0.4, 2.1], [0.2, -0.7, -0.2], [-0.4, -1.0, -0.8], [0.6, 0.1, 0.4], [-1.2, -0.7, 0.0], [3.6, 0.6, 0.0], [-0.3, -2.5, -4.5], [-0.4, 0.5, 0.1]],
  "relative_energy_ev": 1.5085,
  "gap_ev": [8.767, 2.979],
  "multiplicity": 5,
  "e_homo_ev": [-20.187, -19.453],
  "total_charge": 3
}